Formula: C30H60BrO12P2S
Source: the Open Molecules 2025 dataset
Level of theory: ωB97M-V with the def2-TZVPD basis set

Structure (XYZ):
```
106
Properties=species:S:1:pos:R:3:forces:R:3:mulliken_charge:R:1
C 4.0734 -3.0294 1.8635 0.1032 0.0699 -0.2029 -0.936
C 3.4353 -2.9351 0.6969 0.0948 -0.0971 0.1588 -0.238
C 2.1165 -3.5260 0.3562 0.6214 -0.6950 -0.2768 -0.394
P 0.6323 -2.3818 -0.1771 1.3747 -0.5071 1.4059 1.013
C 0.1104 -2.3177 1.6939 -0.3369 0.5524 -0.0743 -1.771
C -0.6736 -1.1198 2.2792 -0.4826 -1.1382 1.1802 -0.250
C -1.9547 -1.6550 2.9664 0.0903 1.4034 -0.5175 -0.939
O -2.9298 -0.5892 3.0085 -0.0877 -0.2568 0.4112 -0.301
C -4.1245 -0.8863 2.3474 -0.4351 0.0583 -0.1883 -0.837
C 1.5809 -0.7007 0.1040 -0.7781 -0.1836 -0.7012 -1.322
C 0.9592 0.6730 -0.0398 0.8559 1.0753 0.1831 -0.648
O 1.3246 1.2861 -1.3231 -0.6265 -0.1314 0.2703 -0.257
C 0.6942 2.4430 -1.5842 -0.6647 0.0476 -1.3192 0.516
O 0.3337 2.6709 -2.7285 0.6410 0.1111 0.7755 -0.496
C 0.4335 3.4682 -0.5003 0.5005 0.1518 0.1792 -0.301
C 1.6449 3.8482 0.3567 -0.6586 0.0938 0.5172 -1.403
C 1.2836 -2.5953 -2.0135 -0.9689 1.1513 0.4471 -0.915
C 1.0465 -1.8170 -3.3085 1.4603 -1.6503 -2.1024 -0.044
O 1.6678 -2.2088 -4.2743 -0.5377 0.5166 0.9414 -0.548
Br -0.0985 -0.3168 -3.8182 -0.0667 0.0094 0.6697 -0.121
P -1.4104 -1.5302 -0.8661 -1.0786 -0.6698 -0.9195 0.672
S -2.2424 -2.7599 -2.2160 0.0887 -0.0827 -0.0168 -0.484
H 3.8331 -3.7716 2.6081 -0.5105 0.2344 0.3275 0.274
H 4.9001 -2.3619 2.0585 0.4631 -0.2673 -0.0416 0.258
H 3.9633 -2.3895 -0.0783 -0.2945 0.5271 -0.0860 0.258
H 2.2769 -4.2495 -0.4508 -0.1305 0.1671 -0.3691 0.683
H 1.8056 -4.1704 1.1757 -0.2874 0.3889 0.1660 -0.272
H -0.1104 -3.6251 -0.3228 -0.1968 0.1883 -0.2899 0.183
H -0.4422 -3.2399 1.8857 -0.1797 -0.1387 -0.1389 0.538
H 1.0053 -2.4245 2.2992 0.3614 0.0058 -0.1101 0.617
H -0.1078 -0.6666 3.0886 0.2071 0.2735 -0.2437 0.295
H -1.0193 -0.3090 1.6456 0.1980 -0.1392 -0.5080 0.054
H -2.3571 -2.4962 2.4120 -0.1377 -0.2108 -0.0726 0.754
H -1.7703 -1.9304 4.0019 0.1765 -0.2935 0.0803 0.276
H -4.9198 -0.2435 2.7184 0.0149 0.2313 0.1927 0.268
H -4.4569 -1.9125 2.5097 0.0670 -0.2129 0.0457 0.377
H -4.0673 -0.7175 1.2705 0.1414 -0.0662 -0.1714 0.268
H 2.4282 -0.7074 -0.5728 0.3620 0.0497 0.0709 0.668
H 1.9161 -0.7545 1.1304 0.3572 -0.1941 0.1437 0.632
H 1.4301 1.3257 0.6900 0.0057 -0.1142 0.3563 -0.188
H -0.1049 0.8185 0.1156 -0.2301 -0.5548 -0.2200 0.435
H 0.1141 4.3647 -1.0143 -0.1045 0.0664 -0.3539 0.326
H -0.4078 3.1906 0.1289 -0.0858 -0.3547 0.1124 0.408
H 1.4275 4.8186 0.7939 0.0586 0.2113 0.0518 0.414
H 2.5392 3.9750 -0.2257 0.2896 -0.2285 -0.1128 0.339
H 1.7815 3.1785 1.1979 0.2548 -0.2235 -0.0177 0.474
H 2.3637 -2.5881 -1.9208 0.2828 0.2894 -0.0428 0.475
H 1.0484 -3.6228 -2.2603 -0.3365 -0.1559 -0.2633 0.525
H -2.3630 -1.5447 0.1738 0.2909 0.4692 0.1636 -0.243
H -1.4735 -0.2263 -1.3964 -0.1800 0.2021 0.3996 -0.049
O -0.4745 0.3953 5.0490 0.3549 0.0259 0.0797 -0.474
C -1.0831 0.6021 6.0551 -0.5140 -0.0461 -0.0737 0.605
O -0.5235 0.2746 7.2433 0.3301 0.0244 0.0288 -0.365
C -1.0913 0.6409 8.4969 -0.1686 -0.0376 0.1328 -0.434
C -2.1397 -0.3534 8.9534 -0.0764 -0.0600 -0.0917 -0.964
C -2.4961 1.1356 6.0186 0.0379 0.4459 0.2409 -0.891
H -1.4761 1.6617 8.4653 -0.0485 -0.0190 -0.0376 0.368
H -0.2590 0.6435 9.1996 0.0811 -0.0212 -0.0809 0.316
H -2.9809 -0.3947 8.2615 -0.0241 0.0666 0.0229 0.270
H -2.5184 -0.0852 9.9407 0.0171 0.0039 0.0074 0.352
H -1.7114 -1.3545 9.0012 0.0472 0.0168 0.0455 0.298
H -3.1784 0.3042 5.8477 0.0162 -0.0168 -0.0703 0.188
H -2.5738 1.8270 5.1843 0.0092 -0.1818 -0.1599 0.313
H -2.7946 1.6736 6.9169 -0.0356 -0.1443 0.0471 0.385
O 2.6455 5.6459 -1.6736 0.0839 0.2414 0.0515 -0.531
C 2.3661 6.2218 -2.6885 -0.0985 -0.3102 -0.3483 0.773
O 1.5923 7.3196 -2.6171 0.0554 0.2417 0.2810 -0.362
C 1.3440 8.1768 -3.7345 -0.1963 0.0695 -0.2475 -0.479
C 0.1944 7.6778 -4.5833 0.1114 -0.1370 0.0424 -0.796
C 2.7863 5.6908 -4.0370 0.3052 0.2808 -0.1226 -0.994
H 2.2559 8.3256 -4.3157 0.0086 -0.0772 -0.0028 0.346
H 1.0908 9.1437 -3.3007 0.0458 -0.0405 0.1421 0.311
H 0.4010 6.7030 -5.0193 -0.0113 0.0277 -0.0796 0.198
H -0.0140 8.3761 -5.3944 -0.0034 0.0026 -0.0035 0.382
H -0.7039 7.5681 -3.9773 -0.0268 0.0548 0.0206 0.264
H 2.0714 4.9292 -4.3485 -0.0217 -0.0144 0.0264 0.150
H 3.7665 5.2330 -3.9310 -0.0827 -0.1578 0.1103 0.366
H 2.8651 6.4504 -4.8113 -0.1670 -0.0335 -0.0262 0.373
O -1.3507 5.4014 -6.2584 0.0307 0.1184 -0.1648 -0.545
C -1.9286 4.3749 -6.0178 -0.1748 -0.1027 0.4021 0.640
O -2.6829 3.8207 -6.9867 0.0834 0.0344 -0.3481 -0.403
C -3.2537 2.5136 -6.8699 -0.1413 -0.1816 0.1089 -0.337
C -4.5785 2.5391 -6.1372 -0.0316 0.1446 0.0755 -0.945
C -1.8992 3.7389 -4.6515 0.2860 -0.2303 -0.1789 -0.392
H -2.5446 1.8210 -6.4161 -0.0006 0.0368 0.0518 0.345
H -3.4072 2.1762 -7.8938 0.0582 0.1102 -0.0538 0.293
H -4.4625 2.8894 -5.1120 0.0335 -0.0876 0.0264 0.263
H -5.0192 1.5425 -6.1117 0.0187 -0.0130 -0.0048 0.351
H -5.2713 3.2185 -6.6357 -0.0008 -0.0410 -0.0611 0.304
H -2.6497 4.2199 -4.0242 -0.0191 0.0092 -0.0092 0.244
H -0.9188 3.8940 -4.2123 -0.0349 0.1175 0.0772 -0.058
H -2.0696 2.6655 -4.6571 -0.1041 0.0348 0.0681 0.233
O 2.0535 -5.6950 2.7256 0.1562 -0.0337 0.3558 -0.532
C 1.9533 -6.7455 2.1630 -0.3592 -0.0549 -0.2245 0.878
O 3.0124 -7.2208 1.4771 0.3258 0.0423 0.1664 -0.371
C 3.0545 -8.5273 0.9108 -0.0996 -0.1399 -0.2109 -0.421
C 2.4147 -8.5641 -0.4623 -0.0996 0.0761 -0.0149 -0.983
C 0.6437 -7.4978 2.1243 0.0756 -0.3487 0.2399 -1.198
H 2.6175 -9.2604 1.5919 -0.0578 0.0295 -0.0076 0.363
H 4.1129 -8.7708 0.8286 0.0393 0.1051 0.0568 0.325
H 1.3568 -8.3059 -0.4199 -0.0152 -0.0564 0.0219 0.277
H 2.5097 -9.5579 -0.9023 0.0188 -0.0029 0.0069 0.371
H 2.8960 -7.8407 -1.1197 0.0519 -0.0201 0.0066 0.288
H 0.0280 -7.0829 1.3265 0.0108 0.0337 -0.0112 0.262
H 0.1390 -7.3475 3.0750 -0.0347 0.1961 -0.0440 0.351
H 0.7480 -8.5712 1.9792 -0.0104 0.0408 -0.1545 0.383
```
Positions in Å, forces in eV/Å.

Values from the calculation:
Energy   -5736.7706 Eh
Multiplicity   1
Maximum force   0.0592 hartree/bohr
Net charge   -1